(1)
13 unconnected molecules or ions with the total composition C20H66N16O13 at a distorted geometry, computed with the ωB97M-V functional and the def2-TZVPD basis.

```
! wB97M-V def2-TZVPD RIJCOSX def2/J DEFGRID3
* xyz 0 1
O 1.013 5.267 0.666
H 1.538 4.946 1.404
H 1.330 4.819 -0.186
C -1.322 4.776 -3.989
C -1.415 3.423 -4.659
C -0.147 2.929 -5.349
O -1.727 2.515 -3.597
H -2.357 5.069 -3.764
H -0.838 5.527 -4.648
H -0.755 4.671 -3.061
H -2.206 3.431 -5.411
H -0.095 1.891 -5.703
H 0.631 3.010 -4.537
H 0.141 3.640 -6.125
H -1.688 1.635 -4.005
C 3.189 0.155 5.948
C 3.517 -1.228 5.467
C 2.351 -2.170 5.582
O 4.047 -1.223 4.112
H 4.120 0.654 6.193
H 2.570 0.173 6.883
H 2.694 0.816 5.229
H 4.281 -1.655 6.128
H 1.554 -1.688 4.991
H 1.963 -2.222 6.599
H 2.507 -3.240 5.364
H 4.989 -1.191 4.317
C -1.533 -0.924 -3.201
C -1.381 -2.382 -2.811
C -1.929 -3.468 -3.662
O 0.007 -2.671 -2.567
H -0.788 -0.248 -2.733
H -2.497 -0.598 -2.893
H -1.598 -0.765 -4.358
H -1.861 -2.451 -1.783
H -1.804 -4.487 -3.213
H -1.507 -3.477 -4.690
H -3.015 -3.415 -3.768
H 0.514 -2.722 -3.406
C 2.544 0.472 -4.467
C 3.216 -0.917 -4.402
C 4.616 -0.871 -3.792
O 2.390 -1.923 -3.806
H 1.819 0.451 -5.320
H 3.269 1.265 -4.651
H 2.041 0.560 -3.508
H 3.393 -1.365 -5.428
H 4.569 -0.440 -2.807
H 5.347 -0.276 -4.384
H 5.017 -1.934 -3.767
H 2.442 -1.863 -2.841
C -1.412 -0.502 3.450
O -1.198 -1.405 2.652
N -0.780 0.707 3.299
N -2.151 -0.671 4.550
H -0.422 0.713 2.381
H -1.351 1.533 3.520
H -2.214 0.050 5.260
H -2.296 -1.642 4.765
C -5.449 1.115 1.617
O -5.665 2.335 1.793
N -6.474 0.154 1.763
N -4.301 0.627 1.244
H -7.367 0.386 2.065
H -6.352 -0.737 1.369
H -4.290 -0.337 0.943
H -3.483 1.226 1.358
C 4.030 2.513 1.578
O 3.491 3.582 1.365
N 3.760 1.677 2.577
N 5.078 2.193 0.801
H 4.044 0.719 2.515
H 2.859 1.786 2.929
H 5.235 1.198 0.729
H 5.031 2.614 -0.105
C -0.548 -4.274 0.421
O -0.917 -4.867 1.494
N -0.123 -5.020 -0.752
N -0.447 -2.929 0.281
H -0.294 -6.013 -0.837
H 0.229 -4.472 -1.559
H -0.050 -2.612 -0.527
H -0.444 -2.298 1.118
C 2.563 -2.168 0.112
O 2.549 -1.648 -1.024
N 2.745 -3.512 0.315
N 2.296 -1.487 1.248
H 2.933 -4.150 -0.389
H 2.740 -3.746 1.279
H 1.893 -0.516 1.114
H 2.389 -1.949 2.138
C -4.289 -3.285 1.315
O -4.771 -2.198 0.902
N -4.708 -4.505 0.765
N -3.348 -3.375 2.221
H -5.444 -4.401 0.137
H -4.689 -5.377 1.273
H -2.826 -2.499 2.413
H -2.687 -4.145 2.169
C 0.731 1.788 -0.190
O 1.089 1.282 0.869
N 1.679 2.215 -1.099
N -0.537 1.866 -0.655
H 2.646 2.278 -0.815
H 1.575 2.534 -2.039
H -1.168 2.016 0.154
H -0.840 2.306 -1.547
C -2.528 3.903 1.269
O -2.329 2.708 1.522
N -1.629 4.862 1.535
N -3.793 4.267 0.786
H -1.920 5.716 1.094
H -0.633 4.828 1.382
H -4.476 3.510 1.100
H -4.104 5.250 0.998
*
```

As for the LUMO energy: 0.341 eV. The calculation puts the HOMO energy at -8.88 eV. Its frontier orbital gap is 9.23 eV.


(2)
13 unconnected molecules or ions with the total composition C20H66N4O13 at a distorted geometry, computed with the ωB97M-V functional and the def2-TZVPD basis.

```
! wB97M-V def2-TZVPD RIJCOSX def2/J DEFGRID3
* xyz 0 1
C -14.629 -9.461 17.847
C -13.406 -9.999 18.625
O -12.703 -10.902 17.839
H -14.361 -9.153 16.819
H -15.050 -8.556 18.335
H -15.411 -10.127 17.766
H -13.732 -10.352 19.572
H -12.724 -9.170 18.891
H -12.042 -11.322 18.477
C -12.375 -4.469 15.068
C -11.626 -5.812 15.242
O -12.559 -6.772 15.630
H -13.150 -4.482 14.283
H -11.697 -3.625 14.822
H -12.868 -4.203 16.010
H -10.664 -5.753 15.670
H -11.360 -6.207 14.276
H -12.313 -7.694 15.480
C -11.907 -13.403 13.313
C -11.643 -14.114 14.653
O -12.530 -15.165 14.731
H -11.835 -14.033 12.441
H -11.252 -12.556 13.340
H -12.930 -13.020 13.301
H -11.816 -13.390 15.478
H -10.570 -14.346 14.681
H -12.017 -15.992 14.697
C -9.108 -8.413 13.072
C -10.085 -9.322 12.311
O -9.261 -10.255 11.721
H -8.429 -7.801 12.577
H -8.548 -9.045 13.797
H -9.664 -7.643 13.688
H -10.746 -8.738 11.643
H -10.746 -9.862 12.934
H -9.763 -10.778 11.057
C -13.653 -6.848 9.194
C -14.228 -6.520 10.552
O -13.463 -7.191 11.536
H -13.861 -7.859 8.988
H -12.569 -6.692 9.183
H -14.200 -6.414 8.326
H -15.229 -6.923 10.624
H -14.311 -5.388 10.623
H -13.812 -6.967 12.411
C -8.607 -12.208 14.520
C -9.370 -11.273 15.445
O -8.637 -10.789 16.531
H -9.147 -12.729 13.719
H -8.227 -13.030 15.170
H -7.834 -11.796 13.992
H -10.340 -11.750 15.879
H -9.825 -10.409 14.874
H -7.997 -10.141 16.212
C -17.458 -8.726 15.658
C -17.614 -10.191 15.326
O -18.894 -10.348 14.802
H -18.366 -8.425 16.194
H -17.392 -8.217 14.641
H -16.512 -8.472 16.136
H -17.503 -10.834 16.212
H -16.833 -10.518 14.663
H -18.913 -11.229 14.317
C -9.535 -7.631 18.071
O -8.991 -7.338 16.793
N -9.102 -6.960 19.094
N -10.273 -8.666 18.271
H -8.481 -6.209 18.788
H -9.603 -6.792 19.989
H -10.455 -9.144 17.405
H -10.015 -9.249 19.065
C -13.225 -10.846 11.072
O -12.493 -11.962 10.902
N -12.879 -9.687 10.561
N -14.391 -10.836 11.698
H -12.048 -9.793 10.018
H -13.074 -8.711 10.876
H -14.934 -11.682 11.950
H -14.841 -9.955 11.961
C -14.444 -12.466 15.806
O -14.841 -13.529 14.996
H -13.299 -12.389 15.867
H -14.766 -12.771 16.866
H -14.924 -11.541 15.522
H -14.210 -14.252 14.971
C -17.189 -8.758 12.044
O -15.865 -8.713 12.428
H -17.158 -9.097 11.031
H -17.486 -7.747 12.046
H -17.823 -9.401 12.679
H -15.656 -7.855 12.840
C -16.138 -5.810 13.496
O -15.070 -6.637 13.897
H -16.188 -5.571 12.460
H -16.119 -4.875 13.985
H -17.081 -6.168 13.834
H -14.927 -6.480 14.828
C -13.094 -9.641 14.334
O -12.204 -9.491 15.389
H -14.137 -9.367 14.536
H -13.041 -10.709 13.956
H -12.704 -8.981 13.456
H -12.537 -9.958 16.125
*
```

As for the LUMO energy: 0.224 eV. The calculation puts the HOMO energy at -8.63 eV. Its frontier orbital gap is 8.86 eV.


(3)
A molecular structure, C20H73N5O14 at a distorted geometry, computed with the ωB97M-V functional and the def2-TZVPD basis.

```
! wB97M-V def2-TZVPD RIJCOSX def2/J DEFGRID3
* xyz 0 1
C 0.876 3.874 -0.280
C 0.011 3.321 0.891
C 0.643 2.121 1.618
O -0.335 1.500 2.455
C 0.117 0.280 3.094
N -0.092 4.420 1.795
H 0.404 4.710 -0.798
H 1.252 3.225 -1.071
H 1.819 4.157 0.186
H -0.978 3.092 0.496
H 1.487 2.445 2.228
H 0.949 1.440 0.824
H 0.441 -0.413 2.317
H -0.748 -0.212 3.539
H 0.815 0.470 3.908
H 0.796 4.802 2.085
H -0.582 4.248 2.661
C 3.394 -0.470 -1.031
C 3.143 -1.870 -0.527
C 2.427 -2.818 -1.534
O 1.053 -2.466 -1.574
C 0.311 -3.110 -2.581
N 4.431 -2.336 -0.041
H 2.421 -0.016 -1.217
H 3.976 -0.466 -1.952
H 3.813 0.238 -0.315
H 2.451 -1.712 0.300
H 2.575 -3.886 -1.376
H 2.856 -2.658 -2.523
H 0.884 -3.139 -3.507
H -0.710 -2.733 -2.634
H 0.126 -4.128 -2.237
H 4.402 -3.138 0.572
H 4.774 -1.627 0.592
C 2.370 -1.308 2.227
C 2.265 -2.635 2.910
C 0.851 -3.022 3.327
O 0.314 -2.102 4.307
C -0.887 -2.588 4.908
N 2.698 -3.702 2.005
H 3.388 -1.209 1.849
H 2.288 -0.456 2.902
H 1.648 -1.058 1.451
H 2.868 -2.614 3.818
H 0.954 -3.977 3.841
H 0.190 -3.275 2.498
H -0.741 -3.528 5.441
H -1.672 -2.664 4.156
H -1.327 -1.804 5.525
H 2.213 -4.555 2.246
H 2.401 -3.481 1.065
C 2.227 5.570 -5.675
C 1.923 4.499 -4.668
C 1.082 3.283 -5.260
O 0.863 2.257 -4.236
C 0.082 1.265 -4.809
N 3.195 4.109 -4.175
H 2.538 6.495 -5.189
H 1.329 6.024 -6.094
H 2.926 5.163 -6.406
H 1.368 4.903 -3.822
H 1.550 2.818 -6.128
H 0.141 3.612 -5.700
H 0.745 0.610 -5.375
H -0.826 1.506 -5.361
H -0.293 0.667 -3.979
H 3.660 3.494 -4.827
H 2.943 3.579 -3.353
C -0.082 0.280 -1.823
C -1.290 -0.280 -1.026
C -0.874 -0.666 0.439
O -1.702 -1.582 0.939
C -1.393 -1.814 2.307
N -2.332 0.784 -1.077
H 0.540 0.941 -1.221
H -0.420 0.973 -2.594
H 0.559 -0.492 -2.250
H -1.725 -1.168 -1.485
H -0.935 0.258 1.014
H 0.099 -1.148 0.346
H -1.651 -0.829 2.699
H -0.317 -1.950 2.413
H -1.965 -2.594 2.809
H -2.147 1.512 -0.402
H -2.327 1.275 -1.960
O -2.371 -4.229 1.570
H -2.934 -3.601 2.021
H -2.957 -4.946 1.326
O -2.474 1.681 1.742
H -2.699 0.759 1.870
H -1.540 1.730 1.944
O -3.526 -2.845 3.142
H -4.008 -2.444 3.865
H -4.197 -3.053 2.492
O -2.377 -0.803 4.039
H -2.972 -0.382 4.660
H -2.425 -1.734 4.254
O -2.218 -2.915 -1.036
H -2.106 -2.477 -0.192
H -1.701 -3.717 -0.960
O -1.740 2.142 -2.256
H -2.258 2.240 -3.055
H -0.891 2.529 -2.471
O -3.662 -0.647 2.068
H -3.156 -1.133 2.719
H -4.567 -0.919 2.216
O -3.934 -0.674 -0.019
H -3.197 -0.299 -0.500
H -3.601 -0.799 0.870
O -3.351 3.369 -1.243
H -3.113 3.606 -0.347
H -2.540 3.038 -1.628
*
```

As for the LUMO energy: -0.566 eV. The calculation puts the HOMO energy at -6.27 eV. Its frontier orbital gap is 5.70 eV.


(4)
17 unconnected molecules or ions with the total composition C20H74N16O17 at a distorted geometry, computed with the ωB97M-V functional and the def2-TZVPD basis.

```
! wB97M-V def2-TZVPD RIJCOSX def2/J DEFGRID3
* xyz 0 1
C 0.240 -1.225 0.951
C 0.300 -0.005 -0.057
O -0.884 0.822 -0.064
H 1.153 -1.827 0.909
H -0.626 -1.832 0.631
H -0.020 -0.888 1.944
H 0.713 -0.256 -1.033
H 0.899 0.868 0.316
H -0.565 1.689 -0.302
C 3.432 -0.914 4.405
C 2.731 -1.300 3.148
O 3.705 -2.242 2.754
H 3.605 -1.741 5.149
H 2.986 0.037 4.809
H 4.468 -0.600 4.147
H 2.551 -0.472 2.495
H 1.827 -1.941 3.197
H 3.838 -2.236 1.807
C 2.660 4.229 -2.932
C 3.138 3.375 -1.749
O 3.372 4.131 -0.600
H 1.990 3.647 -3.553
H 3.508 4.638 -3.494
H 2.066 5.086 -2.601
H 4.053 2.746 -1.962
H 2.364 2.699 -1.404
H 4.231 4.530 -0.650
C -1.013 3.919 -0.520
O -0.187 3.118 -1.352
N -2.292 3.690 -0.344
N -0.630 4.966 0.187
H -2.653 2.771 -0.925
H -2.925 4.473 -0.139
H 0.324 5.294 0.037
H -1.066 5.184 1.078
C -1.896 -0.379 -3.613
O -1.991 -0.434 -4.950
N -1.281 0.555 -2.912
N -2.213 -1.290 -2.836
H -0.584 1.080 -3.463
H -1.056 0.588 -1.886
H -2.491 -2.150 -3.357
H -2.469 -1.189 -1.846
C -4.256 -1.101 -0.849
O -4.905 0.143 -0.707
N -4.790 -2.151 -1.455
N -3.096 -1.228 -0.316
H -5.789 -2.309 -1.815
H -4.200 -2.907 -1.648
H -2.881 -0.479 0.424
H -2.686 -2.180 -0.102
C 3.411 -2.123 -0.722
O 3.214 -0.738 -0.799
N 2.768 -3.004 -1.448
N 4.359 -2.677 0.031
H 1.862 -2.715 -1.863
H 3.196 -3.872 -1.871
H 5.017 -2.023 0.538
H 4.473 -3.710 0.176
C -2.088 -2.441 3.181
O -1.533 -3.293 2.332
N -3.282 -1.782 3.047
N -1.398 -2.149 4.251
H -4.048 -2.034 2.361
H -3.707 -1.238 3.861
H -0.726 -2.857 4.350
H -1.786 -1.514 4.979
C -3.915 1.223 2.066
O -5.010 0.830 2.798
N -2.817 0.527 1.981
N -3.834 2.318 1.389
H -2.886 -0.378 2.418
H -1.991 0.846 1.496
H -4.730 2.805 1.192
H -3.030 2.573 0.704
C -4.102 2.685 -2.614
O -5.426 2.863 -2.369
N -3.543 3.251 -3.533
N -3.271 1.886 -1.889
H -4.099 4.034 -3.840
H -2.541 3.177 -3.660
H -3.847 1.206 -1.285
H -2.490 1.398 -2.352
C 2.681 0.862 -3.979
O 1.393 1.106 -3.355
N 3.701 0.236 -3.483
N 2.923 1.156 -5.214
H 3.617 0.010 -2.427
H 4.680 0.337 -3.782
H 2.138 1.562 -5.738
H 3.653 0.655 -5.742
C 0.827 -2.729 -3.776
O 0.293 -2.652 -2.440
H 0.225 -3.427 -4.351
H 1.938 -3.020 -3.846
H 0.909 -1.713 -4.194
H -0.499 -2.080 -2.449
C 0.642 2.984 2.444
O 1.427 3.921 1.875
H 1.213 1.994 2.557
H -0.252 2.722 1.864
H 0.257 3.466 3.379
H 1.997 3.529 1.198
C 4.167 1.418 1.503
O 3.028 1.324 0.803
H 3.975 1.958 2.398
H 4.911 1.916 0.881
H 4.634 0.380 1.689
H 3.179 0.686 0.131
C 1.406 -4.525 1.326
O 0.932 -4.404 -0.034
H 0.776 -3.982 2.019
H 2.357 -4.041 1.280
H 1.474 -5.586 1.660
H 1.672 -3.946 -0.545
C -0.297 0.979 5.011
O -1.219 1.057 6.066
H -0.719 0.710 4.051
H 0.441 0.204 5.195
H 0.354 1.930 4.897
H -0.741 0.775 6.881
C -3.120 -4.761 -0.168
O -2.211 -3.806 -0.640
H -2.738 -5.737 -0.267
H -4.128 -4.660 -0.690
H -3.392 -4.690 0.868
H -1.416 -4.225 -0.696
*
```

As for the LUMO energy: -0.373 eV. The calculation puts the HOMO energy at -8.31 eV. Its frontier orbital gap is 7.93 eV.


Q: What is the HOMO in the fourth record?
A: -8.31 eV